A molecular structure, C46H84OP2RuSbSi4 at a distorted geometry. Source: OMol25; level of theory: wB97M-V/def2-TZVPD.

XYZ file:
```
139
Properties=species:S:1:pos:R:3:forces:R:3:mulliken_charge:R:1
Ru 0.185 -0.381 0.688 0.00 0.79 0.45 1.271
C 0.290 1.214 -3.202 0.06 -0.14 0.11 -1.642
Si -0.395 0.825 -1.493 -0.23 0.34 -0.08 1.026
C -0.387 2.465 -0.507 0.04 -0.06 -0.22 1.392
C -1.351 3.427 -0.820 -0.01 0.03 0.00 -0.480
C -1.353 4.677 -0.226 0.00 0.01 0.01 -0.953
C -0.387 4.991 0.720 0.00 0.00 -0.02 -0.833
C 0.580 4.058 1.050 -0.01 -0.04 0.02 -0.556
C 0.600 2.801 0.443 0.14 -0.02 0.07 0.297
P 1.903 1.576 0.850 -0.13 0.17 0.11 -0.365
C 2.473 1.888 2.588 -0.02 0.01 -0.02 0.768
C 3.002 0.583 3.210 -0.05 -0.04 -0.04 0.505
C 3.450 0.787 4.677 0.02 -0.03 0.03 -1.276
C 3.024 2.146 5.221 -0.04 0.01 0.04 -0.606
C 3.572 3.288 4.360 -0.01 0.04 0.04 -1.239
C 3.536 2.965 2.851 -0.02 0.00 -0.02 -0.709
C 3.374 2.075 -0.147 -0.10 -0.01 -0.05 0.527
C 4.590 1.158 0.096 0.01 -0.11 0.06 -0.240
C 5.579 1.219 -1.075 0.05 -0.01 0.00 -0.537
C 5.630 2.632 -1.641 0.04 0.01 -0.01 -0.861
C 4.288 2.988 -2.297 0.00 0.00 -0.02 -1.419
C 3.110 2.254 -1.637 -0.02 0.10 0.05 -0.223
C -2.140 0.110 -1.729 0.04 0.08 -0.08 0.812
C -2.634 0.022 -3.035 -0.02 -0.01 0.04 -0.634
C -3.856 -0.569 -3.323 0.01 0.00 0.01 -1.038
C -4.626 -1.084 -2.297 0.01 0.00 -0.05 -1.256
C -4.170 -1.002 -0.991 -0.12 -0.03 0.05 -0.461
C -2.937 -0.426 -0.695 -0.02 -0.02 0.04 0.342
P -2.377 -0.174 1.020 -0.08 0.03 0.00 -1.101
C -3.244 1.422 1.413 -0.03 0.05 -0.05 1.270
C -2.602 2.295 2.493 0.01 -0.03 0.00 0.459
C -3.332 3.634 2.614 -0.01 0.04 -0.03 -0.768
C -4.822 3.444 2.875 0.00 0.04 0.00 -0.992
C -5.449 2.586 1.785 -0.03 -0.02 -0.02 -0.828
C -4.746 1.234 1.677 0.01 -0.02 0.03 -0.539
C -2.943 -1.540 2.157 0.10 -0.04 0.02 2.149
C -4.277 -2.259 1.869 0.01 -0.11 0.04 -1.065
C -4.717 -3.121 3.073 0.00 0.01 -0.02 -1.156
C -3.535 -3.578 3.918 -0.02 -0.02 0.01 -0.040
C -2.829 -2.363 4.532 0.01 0.01 0.04 -0.918
C -2.956 -1.121 3.639 -0.06 -0.01 -0.06 -0.612
H -0.193 2.128 -3.556 -0.04 0.04 -0.05 0.602
H 0.104 0.426 -3.927 -0.06 -0.09 -0.03 0.495
H 1.361 1.392 -3.183 -0.09 0.02 -0.04 0.407
H -2.116 3.192 -1.552 -0.04 -0.01 -0.05 0.500
H -2.105 5.406 -0.497 -0.02 0.02 -0.01 0.459
H -0.383 5.963 1.193 0.00 0.04 0.02 0.454
H 1.322 4.322 1.789 0.12 0.01 0.08 0.301
H 1.560 2.206 3.098 -0.04 -0.06 0.01 0.744
H 3.856 0.253 2.615 0.00 -0.02 -0.02 0.134
H 2.261 -0.220 3.124 0.06 0.06 0.00 -0.831
H 4.536 0.705 4.743 0.02 0.02 -0.01 0.514
H 3.052 -0.013 5.306 0.02 0.00 0.00 0.402
H 3.368 2.262 6.248 0.00 0.00 0.03 0.544
H 1.931 2.203 5.272 0.00 -0.01 -0.01 0.172
H 4.602 3.496 4.650 0.01 0.02 0.00 0.467
H 3.006 4.200 4.560 -0.01 -0.02 0.00 0.326
H 4.510 2.586 2.536 -0.05 0.00 0.02 0.290
H 3.372 3.881 2.286 -0.06 0.06 -0.06 0.539
H 3.580 3.073 0.259 0.05 -0.03 -0.01 0.588
H 4.265 0.124 0.257 0.05 0.11 0.03 -0.607
H 5.102 1.467 1.007 0.00 -0.02 -0.03 0.532
H 5.279 0.523 -1.861 0.03 0.05 0.02 -0.016
H 6.563 0.896 -0.732 0.00 0.00 0.00 0.621
H 6.440 2.736 -2.362 0.00 -0.01 0.01 0.514
H 5.853 3.331 -0.830 0.01 0.02 0.01 0.309
H 4.312 2.727 -3.357 0.00 0.01 -0.01 0.459
H 4.122 4.064 -2.248 0.00 0.03 0.01 0.379
H 2.974 1.275 -2.098 0.04 0.00 0.02 -0.460
H 2.190 2.819 -1.799 0.02 -0.03 -0.01 0.445
H -2.062 0.427 -3.855 0.07 0.04 -0.08 0.477
H -4.203 -0.619 -4.346 -0.01 0.01 -0.03 0.479
H -5.583 -1.542 -2.503 -0.03 -0.01 -0.01 0.478
H -4.795 -1.400 -0.206 0.07 0.13 -0.20 0.641
H -3.145 1.966 0.463 0.02 -0.09 0.04 0.717
H -1.553 2.487 2.237 0.01 0.01 -0.01 -1.301
H -2.651 1.781 3.459 0.03 -0.03 0.06 0.397
H -3.203 4.189 1.680 0.00 -0.02 0.04 0.168
H -2.872 4.232 3.402 0.00 0.01 0.01 0.443
H -5.317 4.415 2.921 0.00 0.01 0.02 0.453
H -4.972 2.969 3.849 0.01 -0.02 0.02 0.390
H -5.384 3.107 0.824 0.00 0.00 -0.01 0.346
H -6.510 2.426 1.985 0.01 0.00 -0.01 0.462
H -5.206 0.642 0.884 0.01 0.00 -0.03 0.022
H -4.889 0.692 2.615 0.00 -0.01 -0.03 0.121
H -2.130 -2.274 2.038 -0.06 0.09 0.02 -0.134
H -4.177 -2.882 0.978 0.03 -0.03 0.07 0.248
H -5.063 -1.531 1.665 0.02 -0.01 0.05 0.452
H -5.292 -3.972 2.711 -0.02 -0.03 -0.01 0.497
H -5.394 -2.544 3.705 -0.03 0.01 0.03 0.390
H -2.839 -4.152 3.302 -0.01 -0.01 0.03 -0.282
H -3.870 -4.256 4.702 0.00 0.00 0.01 0.564
H -1.774 -2.587 4.706 0.02 -0.01 -0.01 0.264
H -3.264 -2.136 5.507 0.02 0.01 0.01 0.468
H -2.166 -0.421 3.877 0.13 0.10 0.02 -0.260
H -3.903 -0.620 3.845 0.01 0.02 -0.01 0.255
O -0.116 0.363 3.214 -0.04 0.01 -0.08 -1.115
H 0.485 0.288 3.967 0.02 0.02 -0.01 0.407
H -0.547 1.226 3.292 -0.06 -0.01 0.06 -0.126
C -1.759 -5.143 0.919 0.11 0.04 -0.10 -0.622
Si -0.856 -4.629 -0.629 -0.06 0.08 0.00 0.645
C 0.134 -6.055 -1.316 -0.06 0.10 0.02 -1.103
C -1.992 -3.861 -1.901 0.07 -0.04 0.09 -0.662
Sb 0.874 -2.800 0.098 0.40 -1.46 -0.31 -1.705
Si 2.469 -2.939 -1.956 0.03 0.07 0.02 0.432
C 1.381 -2.622 -3.438 0.10 0.01 0.12 -0.631
C 3.315 -4.605 -1.989 -0.07 0.12 0.02 -1.088
C 3.710 -1.566 -1.727 -0.20 -0.12 -0.04 -0.639
Si 2.186 -3.800 2.105 -0.04 0.05 0.03 0.460
C 2.292 -5.655 1.943 0.01 0.12 0.01 -1.081
C 3.870 -2.990 2.032 -0.13 0.02 -0.06 -0.549
C 1.193 -3.276 3.607 0.04 0.02 -0.10 -0.583
H -2.481 -5.925 0.680 -0.05 -0.07 -0.04 0.633
H -2.304 -4.311 1.354 -0.06 0.08 0.02 -0.441
H -1.078 -5.539 1.671 0.03 -0.01 0.06 0.277
H -0.473 -6.959 -1.238 -0.05 -0.05 -0.02 0.462
H 1.058 -6.236 -0.772 0.06 -0.02 0.07 0.261
H 0.374 -5.911 -2.368 0.04 0.03 -0.06 0.310
H -2.988 -4.298 -1.816 -0.06 -0.05 0.02 0.510
H -1.638 -4.055 -2.912 0.05 0.01 -0.06 0.506
H -2.093 -2.784 -1.776 -0.01 0.06 0.01 -0.184
H 0.573 -3.344 -3.527 -0.08 -0.09 0.00 0.249
H 1.974 -2.674 -4.353 0.06 0.00 -0.06 0.506
H 0.942 -1.626 -3.377 -0.04 0.04 0.00 -0.215
H 2.741 -5.356 -2.526 -0.07 -0.05 -0.02 0.356
H 3.531 -4.988 -0.993 0.03 -0.01 0.07 0.202
H 4.271 -4.487 -2.502 0.06 0.01 -0.06 0.483
H 3.199 -0.633 -1.486 0.01 -0.07 -0.03 -0.615
H 4.276 -1.418 -2.648 0.02 -0.03 -0.07 0.521
H 4.420 -1.786 -0.930 0.02 -0.03 0.04 0.534
H 2.804 -5.954 1.030 0.03 -0.03 -0.07 0.276
H 1.311 -6.127 1.960 -0.07 -0.02 -0.01 0.259
H 2.864 -6.058 2.780 0.04 -0.02 0.09 0.417
H 4.486 -3.451 1.259 0.03 -0.01 -0.06 0.386
H 4.394 -3.101 2.981 0.03 -0.04 0.08 0.511
H 3.793 -1.923 1.814 0.00 0.00 0.01 -0.318
H 0.384 -3.982 3.803 -0.05 -0.02 -0.01 0.333
H 0.746 -2.290 3.461 0.01 0.01 0.02 -0.389
H 1.822 -3.239 4.497 0.05 -0.03 0.04 0.624
```
Positions in Å, forces in eV/Å.

Output
expectation value of S²: 8.764
LUMO energy (spin up / spin down): -4.098 / -6.754 eV
orbital gap (spin up / spin down): 7.126 / 6.826 eV
total charge: +2
largest force on an atom: 0.0299 Eh/bohr
multiplicity: 6